# 1
Molecular formula: C5H7N
Method: DFT, ωB97M-V/def2-TZVPD

XYZ file:
```
13
Properties=species:S:1:pos:R:3:forces:R:3
N 1.67339 -0.06188 1.23102 0.1 -0.4 1.6
C 1.96346 -0.12337 -0.19111 -2.0 1.2 1.4
C -2.01442 0.26982 0.16032 3.1 0.0 0.1
C 0.52107 0.20075 -0.57552 1.5 1.1 -3.1
C 0.45961 0.24629 0.86006 -0.4 -0.5 0.1
C -0.57622 -0.54094 0.11777 -2.3 1.8 1.7
H -2.21157 0.38155 1.21966 -0.3 -0.1 0.1
H 2.67205 0.54345 -0.51325 1.7 1.7 -1.1
H -2.79878 -0.30070 -0.29512 -0.3 0.1 -0.6
H 0.55379 0.74677 -1.50894 -1.3 0.5 0.2
H -1.82647 1.32482 -0.23143 -0.5 -1.6 0.1
H 2.14829 -1.06960 -0.47883 1.1 -3.6 -0.6
H -0.56420 -1.61697 0.20536 -0.3 -0.3 0.1
```
Positions in Å, forces in eV/Å.

Results
Net charge = 0
HOMO-LUMO gap = 8.466 eV
E_tot = -6782.5141 eV
2S+1 = 1
LUMO level = 0.20 eV

# 2
Molecular formula: C5H7N
Method: DFT, ωB97M-V/def2-TZVPD

XYZ file:
```
13
Properties=species:S:1:pos:R:3:forces:R:3
N 1.06031 1.35858 -0.67928 1.4 -1.7 1.3
C 0.29950 0.27612 -1.18549 -0.4 -0.4 -0.6
C -0.87078 0.14186 1.04599 -0.1 0.4 0.4
C -0.94631 -0.14285 -0.40471 -0.1 -1.0 0.2
C 0.09619 -0.89933 0.64709 -0.6 0.2 -0.4
C 1.19648 -0.35932 -0.25142 0.5 1.5 0.0
H 0.62580 1.80495 0.12551 -0.2 -0.1 -0.2
H 2.12261 -0.91124 -0.41912 -0.2 0.7 -0.1
H 0.35053 0.09046 -2.24568 -0.3 0.1 -0.3
H -0.52104 1.06973 1.48141 -0.1 0.3 0.0
H 0.21309 -1.81836 1.24683 -0.4 0.3 -0.8
H -1.89038 -0.33283 -0.91645 0.2 -0.5 0.4
H -1.73600 -0.27778 1.55533 0.1 0.2 0.1
```
Positions in Å, forces in eV/Å.

Results
Net charge = 0
HOMO-LUMO gap = 9.383 eV
E_tot = -6783.8397 eV
2S+1 = 1
Structure (SMILES) = C1[C@@H]2[C@H]1[C@@H]1N[C@H]21
LUMO level = 1.12 eV

# 3
Molecular formula: C5H7N
Method: DFT, ωB97M-V/def2-TZVPD

XYZ file:
```
13
Properties=species:S:1:pos:R:3:forces:R:3
N 1.69774 0.83210 -1.63800 -0.4 -0.5 2.9
C 0.65075 0.05340 0.81324 -0.2 -0.3 -1.4
C 0.78209 0.22820 -1.04060 -0.4 -0.4 2.5
C -0.46468 -0.58215 -1.11777 -0.5 -0.3 -0.2
C -0.60634 -0.67019 0.39899 -0.5 -0.4 0.0
C -0.69917 0.64691 1.11640 -0.1 0.1 -0.2
H -0.22034 -1.55026 -1.57012 -0.1 0.1 0.0
H -1.02641 1.54379 0.59026 0.0 -0.2 0.0
H 1.30714 -0.26874 1.64061 -0.1 0.2 -0.8
H 1.88834 0.85488 -0.52197 2.2 1.6 -2.6
H -1.27210 -0.10532 -1.68081 0.0 -0.1 0.0
H -0.97825 -1.57720 0.86336 0.0 0.2 0.0
H -1.05877 0.59458 2.14641 0.2 0.0 -0.3
```
Positions in Å, forces in eV/Å.

Results
Net charge = 0
HOMO-LUMO gap = 10.102 eV
E_tot = -6783.9026 eV
2S+1 = 1
LUMO level = 1.12 eV

# 4
Molecular formula: C5H7N
Method: DFT, ωB97M-V/def2-TZVPD

XYZ file:
```
13
Properties=species:S:1:pos:R:3:forces:R:3
N -0.19933 -0.33719 1.04345 0.0 0.0 0.0
C -0.34667 -0.16200 -1.12530 0.1 0.0 -0.2
C -0.94149 0.60106 0.11107 -0.3 0.4 0.0
C 0.03128 -1.24727 -0.10828 0.1 -0.2 -0.1
C 0.85025 0.72160 0.96131 0.3 0.1 0.0
C 0.12273 1.61556 -0.03026 -0.1 -0.2 0.3
H 1.03639 -1.68085 -0.15753 -0.2 0.1 0.0
H 0.51567 0.40022 -1.53009 -0.1 -0.2 -0.1
H -2.01862 0.76099 0.18019 0.2 -0.1 -0.1
H 0.79385 1.34542 1.86574 0.0 -0.1 0.0
H 1.88677 0.38820 0.82529 -0.2 0.2 0.0
H -1.02481 -0.35186 -1.95506 0.0 0.0 0.2
H -0.70602 -2.05388 -0.08054 0.1 0.1 0.0
```
Positions in Å, forces in eV/Å.

Results
Net charge = 0
HOMO-LUMO gap = 9.189 eV
E_tot = -6782.9152 eV
2S+1 = 1
LUMO level = 0.76 eV

# 5
Molecular formula: C5H7N
Method: DFT, ωB97M-V/def2-TZVPD

XYZ file:
```
13
Properties=species:S:1:pos:R:3:forces:R:3
N -1.60472 -0.02914 0.60017 0.0 -0.1 0.2
C 0.55038 -0.74966 -0.61803 0.0 0.0 -0.1
C 1.45570 -0.46952 0.52214 0.1 0.1 0.0
C -0.84444 -0.17066 -0.62766 0.0 0.0 -0.2
C 1.58114 0.33784 -0.72880 -0.1 -0.2 0.1
C -1.03528 1.16565 -0.00324 0.1 0.3 -0.1
H -1.74390 1.88413 -0.40469 0.1 -0.2 0.0
H 2.27504 -1.16506 0.68366 0.0 0.0 0.0
H -1.08188 -0.34876 1.41222 0.0 0.1 -0.1
H 0.70125 -1.66260 -1.18588 0.0 0.1 0.1
H -0.14677 1.62314 0.43718 -0.3 -0.1 0.0
H 1.13840 0.03043 1.43647 0.0 0.0 -0.1
H -1.44672 -0.44712 -1.48982 0.2 0.1 0.1
```
Positions in Å, forces in eV/Å.

Results
Net charge = 0
HOMO-LUMO gap = 8.780 eV
E_tot = -6782.8526 eV
2S+1 = 1
LUMO level = -0.39 eV

# 6
Molecular formula: C5H7N
Method: DFT, ωB97M-V/def2-TZVPD

XYZ file:
```
13
Properties=species:S:1:pos:R:3:forces:R:3
N -1.60151 1.18366 2.44026 0.1 -0.7 -0.8
C -1.43837 0.46422 1.54928 -0.1 0.6 0.8
C -1.17468 -0.40917 0.39760 0.0 0.0 -0.1
C 0.31675 -0.51860 0.12449 0.0 -0.1 0.1
C 1.07475 0.72460 -0.23331 0.1 0.1 0.1
C 0.84234 -0.33553 -1.27136 0.0 -0.1 -0.2
H 0.83398 -1.23745 0.75487 -0.1 0.1 -0.1
H -1.61913 -1.39237 0.58696 0.1 0.1 0.0
H 0.50420 1.64672 -0.31229 0.1 -0.1 0.0
H 0.12439 -0.11700 -2.05778 0.1 -0.1 0.1
H -1.69425 0.01245 -0.47087 0.1 0.0 0.1
H 1.68094 -0.94657 -1.59166 -0.1 0.1 0.1
H 2.06996 0.85075 0.18086 -0.1 0.0 -0.1
```
Positions in Å, forces in eV/Å.

Results
Net charge = 0
HOMO-LUMO gap = 12.003 eV
E_tot = -6787.4501 eV
2S+1 = 1
Structure (SMILES) = N#CCC1CC1
LUMO level = 0.96 eV

# 7
Molecular formula: C5H7N
Method: DFT, ωB97M-V/def2-TZVPD

XYZ file:
```
13
Properties=species:S:1:pos:R:3:forces:R:3
N -0.30244 -1.29372 -0.26219 0.3 0.4 0.3
C 0.44460 -0.23794 -0.08605 -0.9 -0.8 -1.3
C -0.39881 0.96336 0.16767 1.7 -0.4 2.9
C 1.92667 -0.25932 -0.16495 0.6 0.0 -0.1
C -1.63869 -0.86561 -0.15418 -0.1 -0.1 -0.1
C -1.75952 0.44918 0.11081 -0.3 -0.3 -0.4
H -0.14015 1.92606 -0.29854 0.1 -0.3 0.8
H 2.29383 -1.27607 -0.31182 -0.2 0.0 0.0
H -2.43722 -1.58691 -0.27523 0.1 0.0 0.1
H -0.02076 0.76035 1.36562 -1.0 1.6 -2.3
H 2.27467 0.34007 -1.01369 -0.1 0.0 0.1
H -2.66203 1.02562 0.25466 0.1 -0.1 0.0
H 2.43088 0.14566 0.72067 -0.3 0.0 -0.1
```
Positions in Å, forces in eV/Å.

Results
Net charge = 0
HOMO-LUMO gap = 9.826 eV
E_tot = -6787.1229 eV
2S+1 = 1
Structure (SMILES) = CC1=NC=CC1
LUMO level = 0.90 eV

# 8
Molecular formula: C5H7N
Method: DFT, ωB97M-V/def2-TZVPD

XYZ file:
```
13
Properties=species:S:1:pos:R:3:forces:R:3
N -1.06296 -0.50142 0.00452 1.3 0.5 1.1
C 1.33648 -1.34041 0.45860 0.8 0.2 1.1
C 0.51893 1.06785 -0.30511 1.9 -3.3 -0.3
C 0.36230 -0.27663 -0.01391 -2.2 -0.1 1.1
C -0.70786 1.63948 -0.46518 -1.7 3.9 -1.3
C -1.69508 0.74176 -0.16657 1.4 -1.3 -0.5
H 2.21203 -0.98346 1.18357 -2.1 -0.2 -1.6
H -1.52741 -1.36319 0.35276 0.7 1.2 -0.4
H 0.74189 -2.07716 1.08967 1.0 0.4 -1.2
H 1.49800 1.29313 -0.65800 0.5 1.2 0.2
H -2.74635 0.83774 -0.14083 -0.8 0.0 -0.1
H 1.86498 -1.75295 -0.42795 -0.5 -0.4 0.8
H -0.79495 2.71526 -0.91157 -0.3 -2.2 1.3
```
Positions in Å, forces in eV/Å.

Results
Net charge = 0
HOMO-LUMO gap = 8.901 eV
E_tot = -6787.4697 eV
2S+1 = 1
Structure (SMILES) = Cc1ccc[nH]1
LUMO level = 1.03 eV

# 9
Molecular formula: C5H7N
Method: DFT, ωB97M-V/def2-TZVPD

XYZ file:
```
13
Properties=species:S:1:pos:R:3:forces:R:3
N 1.25056 1.53457 -0.39795 1.0 1.2 0.3
C 2.13654 2.31724 -0.31133 -2.7 0.0 -0.5
C -0.20984 0.88357 -0.70864 2.0 3.3 -1.4
C -0.43393 -0.22057 -0.07879 -1.9 -0.3 -0.5
C 0.46530 -0.82857 0.85851 0.4 -0.4 2.2
C -1.72593 -0.89461 -0.56799 2.1 -2.0 1.8
H 0.19321 -0.68163 1.92863 -0.4 -0.2 -0.6
H -1.46619 -1.28784 -1.55132 -0.8 -0.1 0.1
H -1.96290 -1.69770 0.16497 0.5 -0.2 -0.7
H -2.60335 -0.35695 -0.45150 -1.4 1.8 -0.7
H 1.38576 -0.26837 0.80506 0.7 -0.7 -0.1
H 0.49797 -1.89442 0.70855 0.7 -0.5 -0.1
H 2.47280 3.39528 -0.39821 -0.2 -1.9 0.1
```
Positions in Å, forces in eV/Å.

Results
Net charge = 0
HOMO-LUMO gap (spin up / spin down) = 8.157 / 8.158 eV
E_tot = -6783.0561 eV
2S+1 = 1
LUMO level (spin up / spin down) = -0.04 / -0.04 eV

# 10
Molecular formula: C5H7N
Method: DFT, ωB97M-V/def2-TZVPD

XYZ file:
```
13
Properties=species:S:1:pos:R:3:forces:R:3
N 2.98821 -0.44832 0.74765 0.5 0.0 0.3
C 0.09968 1.00945 -0.29280 -5.2 4.9 -0.2
C 0.72211 -0.28442 -0.43886 0.5 -1.8 -1.3
C -1.29099 0.31234 0.13483 0.4 1.2 0.2
C -0.48043 -0.92629 0.24475 0.2 -2.3 0.9
C 1.98472 -0.38370 0.20341 0.8 -0.4 0.3
H -1.76946 0.70211 1.02792 0.1 -0.1 0.2
H -0.87668 -1.80517 -0.25492 0.0 -0.2 0.0
H -2.07337 0.21407 -0.61427 0.3 0.4 -0.4
H -0.27253 -1.20165 1.27431 0.1 -0.1 0.1
H 0.80859 -0.62071 -1.46574 0.1 -0.1 -0.3
H -0.29747 1.76023 -1.05398 1.8 -1.2 -0.2
H 0.45762 1.67208 0.48771 0.3 -0.4 0.3
```
Positions in Å, forces in eV/Å.

Results
Net charge = 0
HOMO-LUMO gap = 11.462 eV
E_tot = -6786.7344 eV
2S+1 = 1
Structure (SMILES) = N#CC1CCC1
LUMO level = 0.91 eV

# 11
Molecular formula: C5H7N
Method: DFT, ωB97M-V/def2-TZVPD

XYZ file:
```
13
Properties=species:S:1:pos:R:3:forces:R:3
N 0.90405 -1.65835 1.44498 0.1 1.3 -1.0
C -1.28971 0.18820 -1.02104 -0.9 -0.2 -1.6
C 0.41241 -0.34787 0.75148 -1.3 -0.5 2.3
C -0.85844 -0.71254 -0.11746 1.0 1.6 0.8
C 0.17064 2.39100 -1.55968 -0.7 -0.8 0.6
C -0.46636 1.34660 -1.40384 0.6 1.9 0.4
H 0.02244 0.35550 1.64350 0.8 -1.6 -1.9
H 1.48216 -2.15520 0.77906 -0.2 -0.2 -0.3
H 1.14051 0.29898 0.19270 -0.4 -1.1 0.4
H -2.30881 0.07620 -1.59727 2.2 0.1 1.2
H 0.70524 3.38364 -1.53374 -0.9 -1.9 -0.3
H -1.46194 -1.58092 0.17690 0.4 0.4 -0.1
H 1.54781 -1.58524 2.24443 -0.7 0.9 -0.4
```
Positions in Å, forces in eV/Å.

Results
Net charge = 0
HOMO-LUMO gap = 9.951 eV
E_tot = -6785.0628 eV
2S+1 = 1
Structure (SMILES) = C#C/C=C\CN
LUMO level = 0.89 eV

# 12
Molecular formula: C5H7N
Method: DFT, ωB97M-V/def2-TZVPD

XYZ file:
```
13
Properties=species:S:1:pos:R:3:forces:R:3
N 0.62170 -0.80695 1.41883 0.2 0.7 0.8
C -1.96601 -0.84442 -0.83201 2.6 0.3 3.1
C 1.06711 0.37417 1.70459 -0.4 -0.6 -1.1
C 0.04552 -0.24392 0.23144 -3.0 -0.4 -3.5
C 0.66988 1.14574 0.46182 -1.6 0.0 -0.9
C 1.09252 0.15785 -0.74605 1.8 -0.6 1.1
H 2.10143 -0.43454 -0.56322 -1.9 1.5 -0.7
H 0.15962 2.16860 0.27836 1.2 -2.0 0.5
H 0.87383 0.52610 -1.77983 0.0 -0.5 1.1
H -1.79949 0.11896 -1.16388 -0.4 1.5 -1.3
H 1.67933 0.58948 2.52388 0.9 0.5 1.3
H -2.75206 -1.04461 -0.14235 -0.3 0.4 0.8
H -1.79338 -1.70646 -1.39160 0.9 -0.9 -1.2
```
Positions in Å, forces in eV/Å.

Results
Net charge = 0
HOMO-LUMO gap (spin up / spin down) = 8.962 / 8.963 eV
E_tot = -6781.6749 eV
2S+1 = 1
LUMO level (spin up / spin down) = 0.05 / 0.05 eV

# 13
Molecular formula: C5H7N
Method: DFT, ωB97M-V/def2-TZVPD

XYZ file:
```
13
Properties=species:S:1:pos:R:3:forces:R:3
N 0.48042 -1.65429 -0.60707 0.0 -1.3 1.7
C -0.30295 1.58806 -0.67726 -0.1 0.1 -3.6
C 0.34683 -0.19558 1.39623 -0.5 2.2 -1.9
C 1.02383 -2.14994 -1.48478 1.3 -1.4 -1.6
C -0.26936 -0.75843 0.13625 -1.8 0.7 -0.2
C -0.32567 0.31111 -0.92332 -1.1 0.7 0.0
H -1.31603 -1.12720 0.36119 1.2 -0.1 -0.4
H 1.25406 0.38435 1.00690 -1.4 -0.2 1.3
H -0.35911 0.05127 -1.95506 0.0 -0.9 -0.5
H -0.51355 0.30964 1.91266 1.2 0.6 -0.7
H -0.35483 1.86204 0.28682 0.1 1.9 3.0
H -0.28713 2.21951 -1.58213 -0.1 0.2 1.1
H 0.62347 -0.84054 2.12957 1.1 -2.6 1.7
```
Positions in Å, forces in eV/Å.

Results
Net charge = 0
HOMO-LUMO gap = 11.225 eV
E_tot = -6785.4732 eV
2S+1 = 1
LUMO level = 0.87 eV

# 14
Molecular formula: C5H7N
Method: DFT, ωB97M-V/def2-TZVPD

XYZ file:
```
13
Properties=species:S:1:pos:R:3:forces:R:3
N 0.33629 -1.43845 -2.01007 -0.8 0.0 0.4
C 1.20083 -0.62373 -2.33207 0.7 0.2 1.8
C -0.45729 -0.72106 0.39639 2.6 0.7 0.4
C 0.11061 0.61820 0.63784 0.8 -1.9 0.5
C 0.67028 -0.56958 1.47907 -1.9 0.0 -0.2
C -1.35035 0.34584 0.85452 -0.1 0.1 3.2
H 0.32988 -0.54616 2.56075 0.4 -0.3 -1.1
H 1.74259 0.09958 -1.70800 -0.8 0.3 0.6
H 0.69120 1.46744 0.37290 0.1 0.4 -0.8
H 1.65225 -1.05165 1.30411 -0.7 0.7 -0.2
H 1.76622 -0.72839 -3.19829 0.6 -0.5 -2.3
H -2.07152 0.76356 0.16367 0.0 0.1 0.2
H -1.52324 0.29957 2.02859 -0.8 0.2 -2.4
```
Positions in Å, forces in eV/Å.

Results
Net charge = 0
HOMO-LUMO gap (spin up / spin down) = 8.703 / 8.515 eV
E_tot = -6780.8849 eV
2S+1 = 1
LUMO level (spin up / spin down) = -0.40 / -0.11 eV

# 15
Molecular formula: C5H7N
Method: DFT, ωB97M-V/def2-TZVPD

XYZ file:
```
13
Properties=species:S:1:pos:R:3:forces:R:3
N 1.07281 1.35386 0.74163 -2.2 1.0 -1.4
C 0.02039 -0.72953 0.96611 -1.1 -0.5 2.4
C 0.10046 0.39413 -1.42137 1.3 -0.1 0.9
C 1.03993 0.28052 1.39678 1.2 -1.2 -1.1
C -0.70611 -0.03971 -0.21598 4.5 -0.2 2.3
C -0.24036 1.33028 -0.28783 3.4 0.3 1.6
H 1.18243 0.13083 -1.51429 -1.1 0.2 0.1
H -0.70688 2.28856 -0.26935 -0.5 0.2 -0.3
H 0.46107 -1.67161 0.70437 0.6 -0.5 -0.5
H -1.59881 -0.38953 -0.38103 -5.0 -1.3 -1.0
H 1.91181 -0.05325 2.02714 -1.0 0.7 -0.2
H -0.52270 -1.07947 1.98567 0.2 1.1 -2.4
H -0.44989 0.38134 -2.33596 -0.3 0.3 -0.4
```
Positions in Å, forces in eV/Å.

Results
Net charge = 0
HOMO-LUMO gap = 10.695 eV
E_tot = -6785.9171 eV
2S+1 = 1
Structure (SMILES) = C1=N[C@H]2C[C@H]2C1
LUMO level = 1.14 eV

# 16
Molecular formula: C5H7N
Method: DFT, ωB97M-V/def2-TZVPD

XYZ file:
```
13
Properties=species:S:1:pos:R:3:forces:R:3
N 1.31711 0.21615 -0.53138 0.6 -2.2 2.9
C -2.47801 -0.82121 1.21899 3.9 3.2 -2.6
C 2.31256 0.43678 -1.32538 1.6 -1.0 -0.6
C 0.39661 1.08928 -0.01436 -2.6 -1.6 0.0
C -3.37405 -1.26618 1.85120 -1.9 -2.9 1.9
C -1.60388 0.12133 0.38086 0.4 -1.1 -0.2
H 3.30394 -0.13137 -1.31569 -2.0 0.7 0.0
H 2.11161 1.28333 -1.90191 0.6 1.3 -1.2
H 1.43949 -0.66165 0.05825 -0.5 1.5 -0.8
H -0.04525 1.79347 -0.77029 0.5 -0.5 0.5
H -1.68721 1.10125 0.75434 -0.9 1.0 0.0
H -3.94605 -2.04386 2.37366 0.3 1.2 -0.4
H -1.79266 -0.05034 -0.68284 -0.1 0.4 0.4
```
Positions in Å, forces in eV/Å.

Results
Net charge = 0
HOMO-LUMO gap (spin up / spin down) = 7.380 / 7.399 eV
E_tot = -6780.0634 eV
2S+1 = 1
LUMO level (spin up / spin down) = -0.08 / -0.01 eV

# 17
Molecular formula: C5H7N
Method: DFT, ωB97M-V/def2-TZVPD

XYZ file:
```
13
Properties=species:S:1:pos:R:3:forces:R:3
N 0.67354 0.12701 0.75816 1.9 2.9 -0.5
C -0.32663 0.65404 -0.10764 0.7 -1.7 1.5
C -1.01893 -0.47452 -0.47012 -1.4 -1.2 -3.2
C -0.11346 2.10637 -0.44838 1.4 -2.0 0.6
C -0.22815 -1.65758 -0.25661 2.0 5.3 4.0
C 0.80302 -1.18388 0.62822 -2.4 -5.4 -2.6
H 0.94208 2.09922 -0.91974 -1.5 0.6 1.0
H -0.23729 2.60509 0.52100 0.4 0.8 -0.7
H -1.97035 -0.65014 -1.06374 1.3 1.2 0.6
H 1.57469 0.63746 0.77912 -1.0 -0.2 0.5
H -0.28886 -2.60418 -0.59238 -0.8 -3.0 -0.8
H -0.77093 2.38107 -1.21670 -1.1 0.8 -0.7
H 1.34080 -2.02422 1.11253 0.5 1.7 0.2
```
Positions in Å, forces in eV/Å.

Results
Net charge = 0
HOMO-LUMO gap = 8.753 eV
E_tot = -6786.6662 eV
2S+1 = 1
Structure (SMILES) = Cc1ccc[nH]1
LUMO level = 1.02 eV

Result set for relative energy (zero: lowest compared OMol25 entry of this formula, charge and spin): 578.8; 450.9; 444.8; 540.1; 546.1; 102.5; 134.1; 100.6; 526.5; 171.6; 332.8; 659.7; 293.3; 736.0; 250.4; 815.2; 178.1 kJ/mol, one per record in the order listed.